Density functional theory data (wB97M-V/def2-TZVPD) for C19H17ClN4O3 as an isolated structure.

Properties
**Multiplicity**: 1
**LUMO level**: -0.805 eV
**Relative energy (zero: lowest compared OMol25 entry of this formula, charge and spin)**: 0.8434 eV
**HOMO-LUMO gap**: 6.94 eV
**Net charge**: 0

XYZ file:
```
44
Properties=species:S:1:pos:R:3:forces:R:3
O -0.123 -0.362 -1.913 -12.4 2.4 -6.9
C 0.829 -0.611 -1.418 11.2 -3.6 1.1
N 1.190 -0.088 -0.318 -0.5 5.1 6.5
H 2.024 -0.219 0.234 -0.1 -0.5 -0.5
C 0.143 1.079 0.473 12.9 -3.1 7.7
C 1.007 2.367 0.819 0.8 -1.5 -3.5
C 0.977 2.979 2.174 -0.3 -3.7 -8.0
C 1.456 4.191 2.091 1.9 4.5 4.2
C 2.199 4.839 1.100 -3.1 -3.2 3.0
C 2.247 4.152 -0.026 1.9 -0.4 -4.1
C 1.862 2.895 -0.418 -4.3 0.0 7.6
H 1.828 2.560 -1.410 0.0 -0.7 -0.9
Cl 2.993 5.039 -1.280 1.2 1.0 -1.7
H 2.745 5.657 1.326 1.2 2.7 0.2
H 1.347 4.666 3.083 0.4 0.6 -0.6
H 0.453 2.449 2.873 -1.2 -0.7 2.1
H -0.609 1.115 -0.037 -8.5 0.8 -5.7
H 0.061 0.540 1.498 -0.7 0.8 -1.9
C 2.000 -1.445 -2.149 5.0 10.0 7.0
H 2.724 -0.711 -2.629 -1.4 -0.3 -0.2
H 2.659 -1.637 -1.311 0.4 -0.6 0.7
C 1.691 -2.494 -2.817 -7.0 -8.2 -6.3
H 2.358 -2.955 -3.553 0.0 0.5 0.0
C 1.130 -3.662 -1.883 -0.6 0.8 -4.1
N -0.185 -3.165 -1.451 4.7 1.2 11.0
C 0.035 -2.841 0.121 2.4 -0.1 -3.1
O 1.053 -2.801 0.796 1.1 -1.6 -1.3
C -1.044 -2.295 0.645 -7.1 5.1 6.4
C -1.189 -1.660 2.159 -3.8 -1.8 -5.0
C -2.599 -1.271 2.160 5.2 -2.1 -2.9
C -3.160 -1.499 0.717 0.7 2.2 8.7
N -2.342 -1.979 -0.045 9.6 -4.4 -0.4
C -2.290 -2.563 -1.272 -15.2 7.0 4.8
N -1.380 -2.975 -1.752 11.9 -7.8 -11.5
H -3.243 -2.359 -1.771 0.0 -0.5 -0.6
C -4.396 -1.106 0.805 -3.3 4.2 7.4
C -4.728 -0.455 2.059 6.5 -4.2 -2.6
O -3.308 -0.742 3.089 -4.4 1.1 -3.0
H -5.396 -0.039 2.673 -2.8 1.4 1.7
H -5.081 -0.958 0.141 -4.1 0.4 -4.4
H -0.542 -1.793 3.008 0.3 0.1 -0.2
H 2.005 -3.978 -1.172 -2.7 0.4 -0.5
H 0.657 -4.369 -2.543 1.6 -1.6 -0.7
H 0.611 -2.035 -3.357 2.7 -1.9 0.3
```
Positions in Å, forces in eV/Å.